{"formula": "C3H5N5", "method": "ωB97M-V/def2-TZVPD", "elements": ["C", "N", "N", "N", "H", "H", "C", "H", "H", "N", "C", "H", "N"], "coordinates": [[1.401, -0.318, 0.004], [-0.855, 0.902, 0.250], [1.936, 0.912, -0.292], [-1.020, -1.292, -0.278], [2.898, 0.973, -0.140], [-3.094, 1.169, 0.328], [-2.154, 0.585, 0.205], [1.389, 1.730, -0.463], [2.952, -1.076, 0.405], [2.008, -1.345, 0.305], [-0.191, -0.254, -0.072], [-3.033, -1.264, -0.104], [-2.240, -0.721, -0.147]], "forces_ev_per_a": [[-4.36, 2.71, -1.17], [-0.76, 0.33, -0.25], [-0.88, -0.74, -0.06], [0.61, 1.03, -0.01], [1.41, 0.57, 0.09], [1.34, -0.21, 0.08], [0.78, -0.72, -0.54], [-0.24, 0.06, 0.17], [1.81, -0.26, 0.04], [-0.21, -2.12, 0.77], [0.05, -0.74, 0.58], [-1.79, -1.48, -0.17], [2.26, 1.58, 0.47]], "mulliken_charge": [0.4108, -0.5965, -0.3877, -0.6657, 0.1686, 0.3619, 0.0021, 0.2357, 0.2105, -0.6031, 0.4525, 0.1929, 0.2179], "e_homo_ev": -9.37, "homo_lumo_gap_ha": 0.37616, "charge": 0, "smiles": "[H]/N=C(\\N)c1nc[nH]n1"}